Entry 1:
{
  "formula": "C20H21N5O3Pt",
  "method": "ωB97M-V/def2-TZVPD",
  "multiplicity": 5,
  "mol_weight_da": 574.50,
  "largest_force_ha_per_bohr": 0.13933,
  "s_squared": 6.05,
  "orbital_gap_ev": [7.46, 3.20],
  "charge": 4,
  "e_above_lowest_kj_mol": 89.2,
  "symbols": ["N", "C", "C", "H", "H", "H", "N", "C", "C", "H", "H", "H", "N", "C", "C", "H", "H", "H", "Pt", "C", "O", "C", "O", "C", "C", "C", "C", "C", "C", "H", "H", "H", "H", "H", "H", "N", "C", "O", "C", "C", "C", "C", "N", "C", "H", "H", "H", "H", "H", "H"],
  "coordinates": [[0.725587, 3.587928, -0.411130], [0.439488, 4.634335, -0.008312], [0.135839, 6.004082, 0.344603], [-0.859710, 6.265632, -0.044159], [0.909978, 6.644578, -0.104729], [0.128245, 6.150776, 1.430808], [2.999203, -2.044348, -0.192146], [3.886350, -2.590762, -0.718591], [4.986193, -3.231936, -1.420254], [5.280716, -2.549117, -2.233651], [4.609579, -4.156424, -1.891480], [5.844234, -3.478553, -0.772370], [-3.100864, -1.775178, -0.192168], [-4.169604, -2.227874, -0.202413], [-5.511662, -2.760712, -0.257588], [-5.620634, -3.601602, 0.439650], [-5.701907, -3.100571, -1.281335], [-6.232341, -1.973584, 0.001004], [-0.144312, 0.166703, -0.584756], [-0.237048, -1.495422, 0.389953], [-0.144339, -2.447253, 1.013365], [1.367216, 0.835585, 0.359352], [2.288455, 1.081576, 0.994609], [0.679976, 1.158666, -2.520577], [-0.735073, 1.277953, -2.356884], [-1.502864, 0.077900, -2.328044], [-0.828067, -1.163881, -2.479594], [0.492287, -1.199250, -2.978705], [1.240803, -0.050367, -2.999673], [1.266890, 2.065485, -2.403016], [-1.176955, 2.248210, -2.173457], [-2.568738, 0.095615, -2.146621], [-1.407567, -2.069964, -2.314819], [0.925680, -2.128881, -3.343765], [2.263258, -0.076521, -3.370094], [-1.199750, 4.017622, 5.228299], [-0.764474, 3.699787, 3.961788], [-0.048649, 4.429388, 3.272994], [-1.266562, 2.389382, 3.444078], [-2.258498, 1.605125, 4.057923], [-2.693589, 0.418164, 3.454551], [-2.151058, 0.077798, 2.205057], [-1.202123, 0.823046, 1.641998], [-0.767503, 1.946848, 2.207688], [-0.787771, 4.823623, 5.679350], [-1.573782, 3.322992, 5.853295], [-2.692281, 1.920903, 5.009478], [-3.408158, -0.273005, 3.914485], [-2.501030, -0.810370, 1.672723], [-0.070162, 2.582377, 1.651380]],
  "forces_ev_per_a": [[-0.514, -0.078, 0.499], [0.303, -0.322, -0.552], [-0.146, 0.428, 0.185], [0.367, 0.008, -0.013], [-0.308, -0.084, 0.108], [0.126, -0.113, -0.254], [0.089, -0.031, -0.480], [-0.121, 0.110, 0.177], [-0.379, -0.059, -0.471], [0.248, -0.169, 0.355], [0.170, 0.159, 0.326], [-0.296, 0.196, -0.103], [-0.789, -0.261, 0.080], [1.001, 0.478, -0.038], [-0.363, -0.144, 0.023], [0.041, 0.173, -0.200], [-0.069, -0.025, 0.178], [0.158, -0.203, -0.072], [-1.123, 1.066, 1.695], [0.072, -5.235, 2.519], [-0.261, 2.726, -1.656], [5.863, 1.966, 3.619], [-2.883, -0.749, -1.986], [0.392, 0.254, -1.531], [0.156, 0.161, -0.878], [-0.247, -0.643, -0.074], [-1.140, -0.241, -1.220], [-1.418, -2.658, -0.177], [1.621, 3.079, 0.008], [0.082, -0.120, -0.081], [-0.069, 0.106, -0.103], [-0.066, -0.022, -0.024], [0.149, 0.053, -0.115], [-0.182, 0.011, 0.138], [-0.077, 0.147, 0.161], [0.965, -0.595, -1.676], [0.285, 1.506, 2.522], [-1.098, -1.260, -0.157], [-0.839, -0.303, 0.744], [-0.683, -0.394, 0.230], [0.054, 1.022, 1.305], [0.237, -0.293, -0.460], [0.265, 0.051, -0.903], [0.234, -0.171, -1.427], [-0.029, 0.253, -0.061], [-0.090, 0.058, 0.050], [0.028, -0.252, -0.330], [0.189, 0.425, -0.008], [0.096, 0.174, -0.066], [-0.001, -0.183, 0.195]]
}

***

Entry 2:
{
  "formula": "C6H13NO2",
  "method": "ωB97M-V/def2-TZVPD",
  "multiplicity": 1,
  "mol_weight_da": 131.18,
  "largest_force_ha_per_bohr": 0.09471,
  "orbital_gap_ev": 10.37,
  "e_above_lowest_kj_mol": 260.1,
  "symbols": ["C", "C", "O", "C", "C", "C", "C", "N", "H", "H", "H", "H", "H", "H", "H", "H", "H", "H", "H", "O", "H", "H"],
  "coordinates": [[1.474866, 1.760341, 1.612085], [0.221186, 1.077695, 1.082562], [-0.861739, 1.993239, 0.979179], [0.484256, 0.373606, -0.247846], [-0.716015, -0.371582, -0.849317], [-0.405668, -0.838529, -2.273786], [-1.156958, -1.557216, -0.023829], [-0.359978, -2.567250, 0.303262], [1.265893, 2.257976, 2.568654], [2.275548, 1.024428, 1.770437], [1.838212, 2.513543, 0.895980], [-0.112371, 0.334187, 1.822187], [-0.633478, 2.677129, 0.341180], [0.819627, 1.128216, -0.978746], [1.331281, -0.318607, -0.119602], [-1.581703, 0.304382, -0.856297], [-1.187932, -1.504777, -2.662343], [-0.342671, 0.030637, -2.941915], [0.555983, -1.370241, -2.325252], [-1.979447, -1.467552, 0.965160], [0.257295, -2.852921, -0.449246], [-1.186186, -2.626705, 1.387493]],
  "forces_ev_per_a": [[0.147, 0.026, 0.051], [-0.029, -0.266, 0.205], [-0.098, -0.032, 0.001], [0.210, -0.218, 0.241], [-1.147, -0.306, -1.015], [0.008, 0.197, -0.383], [1.490, 0.300, 4.627], [-0.579, -0.051, -1.016], [0.035, -0.127, -0.287], [-0.159, 0.195, -0.039], [-0.061, -0.148, 0.162], [-0.009, 0.170, -0.221], [0.084, 0.047, -0.009], [-0.185, -0.133, 0.052], [-0.243, 0.099, -0.045], [0.241, -0.055, -0.096], [0.190, 0.187, 0.085], [0.062, -0.246, 0.093], [-0.218, 0.101, 0.043], [-0.735, 0.416, -0.719], [0.442, -0.741, 0.511], [0.554, 0.582, -2.243]]
}

***

Entry 3:
{
  "formula": "CH2ClN",
  "method": "ωB97M-V/def2-TZVPD",
  "multiplicity": 1,
  "mol_weight_da": 63.49,
  "largest_force_ha_per_bohr": 0.10608,
  "orbital_gap_ev": 12.36,
  "e_above_lowest_kj_mol": 73.7,
  "symbols": ["C", "N", "Cl", "H", "H"],
  "coordinates": [[-0.038362, 0.793158, 1.046164], [0.166884, 0.733147, -0.078231], [-0.396587, -3.073413, -0.367381], [-0.867615, -4.098731, 0.252966], [0.758083, 0.628347, -0.963998]],
  "forces_ev_per_a": [[-0.723, 0.174, 2.655], [2.481, -0.466, -4.836], [-0.104, -0.220, 0.131], [0.104, 0.217, -0.132], [-1.757, 0.295, 2.182]]
}

***

Entry 4:
{
  "formula": "C5H15N2O",
  "method": "ωB97M-V/def2-TZVPD",
  "multiplicity": 2,
  "mol_weight_da": 119.19,
  "largest_force_ha_per_bohr": 0.09096,
  "s_squared": 0.75,
  "orbital_gap_ev": [11.72, 6.20],
  "charge": 2,
  "e_above_lowest_kj_mol": 274.2,
  "symbols": ["N", "C", "C", "O", "C", "N", "C", "C", "H", "H", "H", "H", "H", "H", "H", "H", "H", "H", "H", "H", "H", "H", "H"],
  "coordinates": [[-1.267578, -1.154266, -0.645917], [-0.117596, -1.223040, 0.289463], [1.154389, -1.868563, -0.383386], [0.713366, -2.669802, -1.469233], [0.315954, 0.187251, 0.946939], [-0.842998, 1.109157, 0.766657], [-0.451329, 2.308017, -0.029413], [0.462238, 3.275431, 0.768541], [-1.745247, -2.057968, -0.760755], [-1.831597, -0.294231, -0.565285], [-0.829430, -1.145899, -1.604164], [-0.329052, -1.901689, 1.118696], [1.842618, -1.122677, -0.763856], [1.622032, -2.518021, 0.346970], [1.017675, -2.353631, -2.329850], [0.588386, 0.070801, 2.005770], [1.194629, 0.623598, 0.486205], [-1.296153, 1.350785, 1.646114], [-1.377832, 2.891386, -0.193692], [-0.049635, 1.996015, -0.983705], [0.548654, 4.215132, 0.236710], [0.012868, 3.491774, 1.749481], [1.408093, 2.838923, 1.112745]],
  "forces_ev_per_a": [[1.383, 0.216, -2.101], [2.101, -0.079, 1.806], [-0.800, -0.157, -1.207], [-0.568, 0.164, 0.152], [-1.738, -1.035, -0.656], [4.063, 2.180, 0.786], [-2.255, 0.043, -0.115], [0.099, -0.704, 2.059], [-0.605, 0.282, 0.802], [-0.395, -0.991, 0.083], [-0.283, 0.257, 0.558], [-0.718, 0.257, -0.203], [0.219, 0.266, 0.280], [0.240, 0.073, 0.142], [0.373, -0.132, 0.173], [-0.622, -0.188, -0.145], [-0.112, -0.012, -0.589], [-0.883, -0.218, 0.003], [0.307, -0.294, -0.132], [0.333, -0.156, -0.088], [0.123, -0.048, -0.341], [-0.367, 0.245, -0.373], [0.107, 0.034, -0.896]]
}